# C33H32BrNOPSn

A molecular structure, C33H32BrNOPSn (wB97M-V/def2-TZVPD, the Open Molecules 2025 dataset).

The geometry in XYZ format:
```
70
Properties=species:S:1:pos:R:3:forces:R:3
Sn -0.313651 -0.262655 0.966603 -0.27 -0.38 0.15
C -3.335310 3.650303 2.830818 -0.26 -1.28 -0.45
C -3.648379 2.508330 1.854384 -0.72 0.27 -1.06
C -2.948226 2.705567 0.472848 0.55 -0.47 1.08
C -3.306636 1.099737 2.330592 0.19 0.44 1.88
C -3.830931 0.008929 1.667416 -0.23 -0.44 -0.33
C -3.601903 -1.293362 2.064438 0.71 -0.01 -0.53
C -2.739021 -1.590784 3.130315 -1.15 -0.39 -0.32
C -2.547783 -3.054765 3.479054 1.81 0.09 -0.27
C -2.296496 -0.518648 3.879124 0.68 1.08 0.21
C -2.562625 0.832643 3.507613 -1.11 -2.21 -1.96
H -3.770849 4.546596 2.467870 -0.26 0.96 -0.48
H -2.275089 3.802550 2.965361 0.38 -0.01 0.17
H -3.830585 3.441541 3.759953 0.02 -0.05 0.73
H -4.766325 2.551126 1.634020 1.22 -0.23 0.42
H -1.850096 2.815917 0.687169 -0.88 -0.15 -0.53
H -3.311810 3.549171 -0.099205 -0.06 0.32 0.07
H -3.147433 1.794504 -0.097914 0.37 0.20 -0.23
H -4.453621 0.155602 0.800052 -0.20 0.15 -0.19
H -4.014755 -2.079323 1.435107 0.00 -0.07 0.31
H -3.404668 -3.427574 3.981401 -0.87 -0.30 0.61
H -1.657235 -3.246729 4.153756 -0.93 0.27 -0.87
H -2.462280 -3.661662 2.548252 0.18 0.41 0.64
H -1.673112 -0.745596 4.748685 -0.21 0.31 -0.12
H -2.225470 1.647100 4.053015 0.77 1.17 1.20
O 5.838687 1.540224 2.145066 -1.26 -1.18 -0.18
C 4.556395 1.091378 1.924344 0.75 1.11 0.02
C 4.163859 -0.254134 2.014180 1.81 0.39 -0.49
C 2.883101 -0.584615 1.697087 -1.24 -0.01 -0.12
N 1.902923 0.344949 1.410135 2.02 -0.41 0.47
C 2.329419 1.620180 1.384006 -0.26 -0.19 -0.32
Br 1.049019 2.913021 0.985921 -0.50 0.40 -0.09
C 3.618805 2.068681 1.561702 0.98 -0.08 0.42
H 6.411555 0.780004 2.354651 -0.17 0.40 -0.05
H 5.001681 -0.974376 2.114715 -1.07 0.11 0.23
H 2.600287 -1.641610 1.668436 -0.16 0.49 -0.06
H 3.956353 3.125154 1.451872 -0.63 -1.03 0.12
C 4.447711 1.631266 -2.943541 -0.44 -0.85 0.26
C 3.317441 2.387242 -2.731906 0.31 1.11 -0.10
C 2.194945 1.788689 -2.242283 -1.68 -0.04 0.71
C 2.156264 0.412397 -1.980281 -1.10 0.75 -0.10
C 3.282558 -0.330308 -2.150138 0.95 0.83 -0.15
C 4.432206 0.303932 -2.585124 0.82 -0.51 -0.94
P 0.569114 -0.335355 -1.537215 0.73 0.24 0.22
C -0.537510 -0.160889 -2.920541 -1.41 0.14 -0.85
C -0.857446 1.081649 -3.507258 1.11 -0.70 0.58
C -1.770978 1.201932 -4.514405 -1.58 0.40 -0.90
C -2.580836 0.099134 -4.838408 1.06 0.01 0.41
C -2.343380 -1.130545 -4.192062 -0.52 1.89 -0.63
C -1.340089 -1.257987 -3.280189 1.51 0.03 1.00
C 0.871219 -2.056788 -1.122980 -0.79 -0.09 -0.14
C 1.217373 -3.140357 -1.919696 -0.13 1.09 -0.03
C 1.312231 -4.377698 -1.370888 -0.49 -0.63 0.08
C 1.041503 -4.566181 -0.026349 0.46 0.88 -0.18
C 0.631432 -3.492934 0.749074 -0.17 -1.78 1.09
C 0.472454 -2.254607 0.198912 0.18 1.82 0.43
H 5.297898 1.963445 -3.473399 0.81 0.81 -0.18
H 3.345547 3.450557 -2.938070 -0.20 -0.03 -0.10
H 1.261796 2.351761 -2.043774 0.90 -0.11 -0.22
H 3.292001 -1.362914 -2.022221 -0.04 -1.63 0.35
H 5.319904 -0.262089 -2.861640 -0.19 -0.19 0.39
H -0.344083 1.955199 -3.189693 0.41 0.60 0.15
H -1.964614 2.201361 -5.000467 0.31 -1.28 0.62
H -3.334132 0.241116 -5.594593 -0.26 -0.29 -0.01
H -3.007975 -1.928359 -4.302313 -0.83 -1.20 -0.60
H -1.118193 -2.211877 -2.800099 -0.36 0.13 -0.19
H 1.329059 -3.012632 -2.963769 0.34 0.13 -0.99
H 1.446766 -5.193493 -2.042986 0.47 -0.67 -0.12
H 1.223232 -5.503884 0.421754 -0.14 -1.02 0.39
H 0.398788 -3.748128 1.793723 -0.02 0.52 -0.35
```
Positions in Å, forces in eV/Å.

For the frontier orbital gap, the calculation gives 8.0 eV. The calculation puts the HOMO energy at -10.7 eV. The total charge is +1. The electronic energy comes out at -123434.5513 eV.

***

# C33H32FN5O5Ti

A molecular structure, C33H32FN5O5Ti (wB97M-V/def2-TZVPD, the Open Molecules 2025 dataset).

The geometry in XYZ format:
```
77
Properties=species:S:1:pos:R:3:forces:R:3
Ti 3.072978 0.279280 0.326592 -1.02 -0.11 -0.23
O 2.876308 0.539410 -1.426191 0.02 0.47 -1.57
C 3.319001 1.464911 -2.261457 0.10 0.75 -0.62
C 3.327061 1.227007 -3.639143 -0.06 -0.31 0.21
C 3.794916 2.180863 -4.516844 0.07 0.13 0.08
C 4.272764 3.408385 -4.051861 0.02 0.00 -0.14
C 4.247543 3.672499 -2.705168 -0.02 0.01 0.16
C 3.755434 2.727510 -1.788404 -0.05 -0.35 -0.19
C 3.601541 3.104257 -0.411767 -0.25 0.03 0.17
N 3.074878 2.364744 0.502976 0.18 0.79 -0.01
C 2.920615 2.916865 1.855636 -0.03 0.04 0.23
C 2.405271 1.784998 2.757159 0.01 0.34 -0.09
N 3.167129 0.624507 2.333061 0.27 0.32 1.22
C 4.070025 0.094461 3.083044 -0.07 0.05 -0.01
C 5.106503 -0.753485 2.564817 0.15 0.02 -0.38
C 5.856653 -1.571876 3.424708 -0.13 0.06 0.04
C 6.892306 -2.334558 2.946589 0.09 -0.07 0.00
C 7.228608 -2.263389 1.592518 -0.05 0.02 0.12
C 6.549041 -1.422634 0.737653 -0.15 0.21 -0.26
C 5.474320 -0.659357 1.195644 0.66 -0.42 0.82
O 4.846394 0.180795 0.372622 1.56 -0.32 0.00
H 2.976418 0.264150 -3.988115 0.00 0.03 -0.02
H 3.795533 1.976018 -5.579258 0.01 -0.03 0.01
H 4.650178 4.144052 -4.748002 0.00 0.00 0.02
H 4.602109 4.625762 -2.330762 -0.03 0.01 0.00
H 3.920576 4.116315 -0.152975 -0.05 0.02 0.00
H 3.888929 3.264017 2.226493 0.00 0.00 -0.03
H 2.230217 3.762166 1.857238 0.00 -0.02 -0.03
H 2.543940 2.024367 3.812452 0.03 -0.03 0.01
H 1.348208 1.622891 2.553701 -0.01 -0.09 0.07
H 4.098429 0.337848 4.146867 -0.04 0.02 0.00
H 5.591469 -1.605978 4.474860 0.00 -0.01 0.00
H 7.453850 -2.974633 3.612265 -0.03 -0.01 0.00
H 8.042551 -2.866017 1.212069 0.01 0.03 -0.01
H 6.822217 -1.336055 -0.305963 0.02 -0.03 0.02
F -3.303262 2.660812 -0.061686 -0.20 -0.05 -0.09
C -2.950356 1.360198 -0.089629 0.09 -0.02 0.09
C -1.628392 1.060889 0.064286 -0.02 -0.04 -0.03
C -1.204890 -0.269453 0.136102 -0.01 0.10 0.05
C 0.202130 -0.563647 0.364213 -0.20 -0.32 -0.01
O 1.033328 0.380177 0.491166 -0.88 -0.14 0.13
C 0.521273 -1.944836 0.461054 0.43 0.43 0.07
C -0.460978 -2.886663 0.355702 -0.09 0.00 -0.03
N -1.752637 -2.610733 0.117434 0.18 -0.23 -0.03
C -2.708342 -3.701698 0.065264 -0.11 -0.08 0.05
C -3.429098 -4.003968 -1.217256 -0.06 0.02 -0.08
C -2.359619 -4.925818 -0.723007 0.08 -0.05 0.00
C -2.161469 -1.292138 0.028107 0.07 0.32 0.03
C -3.505316 -0.956908 -0.167204 -0.15 -0.06 -0.06
C -3.934109 0.359121 -0.229601 0.23 -0.01 -0.02
N -5.306077 0.622085 -0.442876 -0.21 0.06 -0.02
C -5.740450 1.914629 -0.956492 -0.02 -0.16 0.06
C -7.109638 1.777574 -1.607816 0.39 0.19 -0.18
N -8.079197 1.260524 -0.589982 0.00 -0.01 -0.03
C -7.625854 -0.073430 -0.086039 0.25 -0.33 0.26
C -6.244176 0.082096 0.531649 0.01 0.15 -0.06
C 1.924149 -2.422206 0.745008 -0.76 -0.45 0.18
O 2.112093 -3.554594 1.110665 0.19 0.10 -0.11
O 2.844147 -1.514917 0.565683 -0.01 -1.25 0.14
H -0.897198 1.852158 0.158042 -0.03 0.03 0.02
H -0.191882 -3.927690 0.475257 -0.04 -0.02 -0.01
H -3.247255 -3.829246 0.996571 0.00 -0.01 -0.01
H -3.213951 -3.393175 -2.084207 0.09 0.00 0.04
H -4.457227 -4.330846 -1.142312 0.00 0.02 0.02
H -1.419091 -4.933889 -1.256771 -0.02 0.05 -0.02
H -2.643311 -5.884943 -0.315517 -0.02 0.03 0.05
H -4.226199 -1.749821 -0.306829 -0.01 0.04 0.01
H -5.049251 2.261309 -1.718595 0.05 0.06 -0.01
H -5.791950 2.683418 -0.172125 0.05 0.02 -0.01
H -7.079416 1.067420 -2.431793 -0.10 -0.06 0.04
H -7.453780 2.741883 -1.976917 -0.11 -0.02 0.08
H -9.024844 1.209336 -0.969812 -0.02 -0.02 -0.04
H -8.104791 1.916499 0.194688 -0.11 0.03 0.02
H -7.591469 -0.754342 -0.934131 -0.07 0.07 -0.07
H -8.339368 -0.445840 0.646640 -0.07 0.11 -0.02
H -5.911131 -0.894210 0.871985 -0.02 -0.01 0.04
H -6.315057 0.734768 1.418009 0.01 -0.04 0.02
```
Positions in Å, forces in eV/Å.

For the frontier orbital gap, the calculation gives 7.5 eV. The calculation puts the HOMO energy at -12.5 eV. The total charge is +2. The electronic energy comes out at -78252.5464 eV.

***

# C33H32N7ORu

A molecular structure, C33H32N7ORu (wB97M-V/def2-TZVPD, the Open Molecules 2025 dataset).

The geometry in XYZ format:
```
74
Properties=species:S:1:pos:R:3:forces:R:3
Ru -0.398290 0.380946 -0.117656 -0.29 -0.88 -0.60
C 1.891531 2.494143 -0.164139 0.23 -0.10 -0.13
C 2.557330 1.476314 -1.100087 -0.04 0.09 0.24
C 2.586968 0.064995 -0.564053 -0.49 0.10 -0.44
C 3.823362 -0.486510 -0.157785 0.23 -0.28 0.03
C 3.905665 -1.837586 0.197610 0.03 0.02 0.08
C 2.776967 -2.594057 0.237327 -0.15 0.04 -0.03
C 1.444448 -1.997004 -0.052749 -0.18 0.04 0.45
N 1.463597 -0.614738 -0.546081 0.25 0.27 0.43
N 0.409248 2.488382 -0.201769 -0.16 -0.18 0.12
C -0.125788 3.149834 1.013029 -0.02 0.08 0.17
C -1.531950 2.720296 1.332268 -0.13 0.13 0.00
C -2.419515 3.555165 1.987851 0.04 0.02 -0.02
C -3.630094 3.039602 2.425396 0.00 -0.08 -0.03
C -3.914492 1.701966 2.193325 0.02 0.10 -0.01
C -3.000784 0.941950 1.490123 -0.11 -0.07 0.07
N -1.842768 1.444915 1.054014 0.11 0.23 0.11
C -0.109155 3.182657 -1.402500 -0.13 -0.02 -0.16
C -0.280606 2.302795 -2.618183 0.00 -0.07 -0.16
C -0.484597 2.856042 -3.874530 0.01 0.07 -0.01
C -0.724959 2.012188 -4.945974 0.00 -0.04 0.04
C -0.730099 0.639192 -4.737073 0.04 -0.01 0.01
C -0.502168 0.169529 -3.458593 0.06 -0.02 -0.10
N -0.293575 0.986458 -2.424218 -0.07 0.22 0.16
H 2.253382 3.492811 -0.427892 -0.05 0.02 0.07
H 2.210510 2.285502 0.857861 -0.09 0.03 0.03
H 3.586787 1.796830 -1.254697 -0.01 0.04 -0.02
H 2.064130 1.472566 -2.070503 0.09 -0.02 -0.03
H 4.711857 0.128128 -0.166677 -0.04 0.05 -0.05
H 4.868782 -2.269864 0.434140 -0.01 -0.05 -0.03
H 2.807035 -3.659672 0.408555 0.02 -0.03 0.14
H 0.950929 -2.617563 -0.807334 -0.03 0.04 0.03
H -0.058211 4.238941 0.939265 0.02 -0.01 -0.03
H 0.486005 2.840774 1.863560 0.06 -0.01 -0.05
H -2.162683 4.591096 2.163440 0.03 -0.01 0.02
H -4.336343 3.671746 2.946246 0.00 0.00 0.01
H -4.834771 1.254341 2.538958 0.00 -0.01 -0.01
H -3.192473 -0.096695 1.263316 0.05 -0.01 -0.03
H 0.535061 4.031696 -1.651524 -0.03 0.03 0.07
H -1.096421 3.586252 -1.161404 0.03 0.01 0.07
H -0.463655 3.929839 -4.009826 0.00 0.00 0.01
H -0.905221 2.416593 -5.932718 0.02 0.02 0.00
H -0.906627 -0.051072 -5.549340 0.02 -0.01 0.01
H -0.482455 -0.892060 -3.240558 -0.07 0.00 -0.01
C -1.304838 -3.851965 -0.113024 -0.08 0.12 0.03
C -1.498284 -2.368259 -0.174485 0.16 -0.35 -0.01
N -0.763522 -1.510387 0.588954 -0.15 1.02 0.10
N 0.453796 -1.984467 1.107451 0.64 -0.39 -0.26
C 0.914788 -1.108907 2.147976 -0.27 0.05 -0.14
O 0.460583 0.024948 2.227436 0.13 -0.02 0.00
C 1.979297 -1.613141 3.013505 0.19 -0.21 0.05
C 2.891616 -0.694201 3.535205 -0.04 0.05 -0.12
C 3.999274 -1.136686 4.233150 0.01 0.01 0.07
C 4.193603 -2.500213 4.430487 -0.04 0.06 -0.01
C 3.254612 -3.414349 3.971342 0.02 -0.07 0.01
C 2.144843 -2.977517 3.267830 -0.08 0.07 -0.05
C -2.474761 -1.773777 -1.007058 -0.22 0.18 -0.19
C -3.451269 -2.505848 -1.722151 0.12 -0.07 0.07
C -4.345310 -1.840420 -2.521124 0.01 0.08 -0.02
C -4.296360 -0.442322 -2.601141 0.02 0.06 0.05
C -3.313793 0.215780 -1.891076 -0.21 0.01 -0.10
N -2.425733 -0.415093 -1.127863 0.45 -0.16 0.18
H -0.529639 -4.111488 0.602041 0.00 -0.04 -0.01
H -1.049317 -4.263978 -1.092329 0.01 -0.03 0.01
H -2.230066 -4.335735 0.207628 0.02 -0.04 0.01
H 2.729276 0.361404 3.358663 0.03 0.01 0.02
H 4.707039 -0.423041 4.633062 0.02 -0.02 -0.03
H 5.070261 -2.849265 4.959837 -0.02 0.01 0.03
H 3.394423 -4.469682 4.163931 -0.05 0.01 0.02
H 1.385281 -3.680310 2.951767 0.06 -0.02 -0.13
H -3.485990 -3.582142 -1.630153 -0.01 0.00 -0.03
H -5.083227 -2.388029 -3.091645 -0.03 -0.03 0.06
H -5.004972 0.114167 -3.196729 0.03 0.00 -0.03
H -3.227506 1.297265 -1.939909 0.02 -0.01 0.01
```
Positions in Å, forces in eV/Å.

For the frontier orbital gap (alpha / beta), the calculation gives 5.8 / 6.7 eV. The calculation puts the HOMO energy (alpha / beta) at -11.3 / -14.1 eV. The expectation value of S² is 8.819. The spin multiplicity is 6. The total charge is +2. The electronic energy comes out at -49785.2695 eV.